[1]
Entry from the Open Molecules 2025 dataset: C26H41N2OPd as an isolated structure in a non-equilibrium geometry (ωB97M-V with the def2-TZVPD basis set).

Each line ends with the Mulliken charge.
Element x y z (Å)
C1 1.209 -2.374 0.299  1.478
C2 2.070 -1.518 -0.422  0.736
C3 1.602 -1.430 -1.775  0.511
C4 0.417 -2.255 -1.897  0.362
C5 0.122 -2.754 -0.562  0.246
Pd1 -0.466 -0.563 -0.936  0.004
C6 -2.544 1.740 -0.455  1.172
C7 -1.975 1.040 0.586  -0.143
H1 -1.500 1.571 1.417  0.388
C8 -1.901 -0.402 0.613  -0.568
H2 -2.781 -0.972 0.312  0.594
H3 -1.375 -0.825 1.467  -0.720
C9 -2.603 3.232 -0.555  -1.480
H4 -1.961 3.730 0.180  0.279
H5 -2.261 3.521 -1.558  0.334
H6 -3.629 3.621 -0.457  0.418
C10 -3.229 1.001 -1.570  -1.212
H7 -2.929 -0.055 -1.584  0.190
H8 -4.328 1.040 -1.529  0.389
H9 -2.935 1.433 -2.534  0.368
C11 3.249 -0.813 0.135  -1.556
H10 3.027 -0.406 1.134  0.193
H11 4.114 -1.486 0.242  0.328
H12 3.555 0.018 -0.513  0.376
C12 2.300 -0.707 -2.863  -1.461
H13 2.553 0.316 -2.546  0.363
H14 3.243 -1.206 -3.135  0.370
H15 1.680 -0.643 -3.762  0.337
C13 -0.306 -2.621 -3.142  -1.544
H16 -0.249 -1.808 -3.873  0.337
H17 0.109 -3.524 -3.607  0.329
H18 -1.361 -2.812 -2.920  0.304
C14 -1.001 -3.652 -0.198  -1.847
H19 -1.855 -3.503 -0.868  0.370
H20 -0.700 -4.708 -0.263  0.338
H21 -1.333 -3.461 0.832  0.381
C15 1.406 -2.802 1.702  -1.119
H22 0.535 -3.355 2.082  0.390
H23 2.289 -3.461 1.797  0.360
H24 1.569 -1.932 2.361  -0.052
C16 -0.046 1.287 -1.843  0.874
C17 0.229 2.289 -0.957  0.057
C18 -0.052 1.470 -3.217  -0.650
C19 0.628 3.557 -1.425  -0.457
H25 0.251 1.982 0.093  0.269
C20 0.335 2.739 -3.697  -0.615
H26 -0.263 0.648 -3.908  0.349
C21 0.692 3.761 -2.805  -0.723
H27 0.883 4.349 -0.706  0.411
H28 0.386 2.920 -4.773  0.417
H29 1.078 4.718 -3.173  0.390
C22 1.454 2.626 3.098  -0.981
N1 1.113 1.761 4.217  0.155
C23 0.617 2.418 5.418  -1.174
C24 0.654 0.508 3.859  0.362
O1 0.587 0.196 2.654  -0.374
N2 0.278 -0.326 4.896  0.187
C25 0.994 -0.325 6.160  -1.184
C26 -0.353 -1.578 4.545  -0.974
H30 1.892 3.549 3.497  0.499
H31 0.568 2.881 2.490  0.293
H32 2.181 2.110 2.458  0.213
H33 -0.344 1.982 5.740  0.353
H34 1.336 2.321 6.246  0.291
H35 0.487 3.489 5.214  0.463
H36 0.378 0.077 6.977  0.282
H37 1.260 -1.357 6.412  0.394
H38 1.917 0.259 6.084  0.426
H39 -0.841 -1.475 3.575  0.097
H40 0.389 -2.385 4.490  0.375
H41 -1.097 -1.837 5.305  0.434

Force components x, y, z for each atom (eV/Å):
C -0.39 0.02 0.15
C -0.26 0.30 -0.52
C 0.32 -1.08 0.12
C 0.41 0.19 0.65
C 1.09 -0.70 -0.76
Pd -0.21 0.47 -0.28
C -1.30 0.20 -0.10
C 0.10 -1.31 0.27
H 0.13 -0.08 -0.44
C -1.22 1.11 2.01
H 0.28 -0.01 -0.40
H -0.15 0.14 0.05
C 0.16 0.05 0.07
H -0.21 -0.11 -0.08
H -0.05 0.03 0.19
H 0.18 -0.23 0.05
C 0.23 -0.15 -0.34
H -0.23 0.21 -0.11
H 0.26 0.12 0.22
H -0.07 -0.03 0.13
C 0.27 0.34 0.15
H 0.01 -0.15 -0.28
H -0.23 0.09 -0.05
H -0.06 -0.23 0.18
C 0.15 0.17 -0.25
H -0.09 -0.24 -0.12
H -0.23 0.06 0.12
H 0.19 0.01 0.16
C -0.13 -0.02 -0.24
H -0.04 -0.18 0.05
H -0.05 0.14 0.09
H 0.13 0.00 -0.15
C -0.31 0.05 0.17
H 0.15 -0.10 0.14
H -0.01 0.20 0.00
H 0.07 -0.10 -0.29
C -0.01 -0.06 0.51
H 0.29 0.15 -0.11
H -0.28 0.21 -0.11
H -0.08 -0.27 -0.31
C 0.15 0.00 -1.04
C 1.18 0.44 0.40
C 0.42 0.64 -0.12
C -0.14 -0.50 0.14
H 0.08 0.72 -0.15
C -0.08 -0.14 0.14
H -0.03 0.37 0.15
C 0.08 0.04 0.09
H -0.06 -0.36 -0.44
H -0.02 -0.07 0.33
H -0.34 -0.39 0.00
C 0.22 0.07 -0.11
N -0.40 -0.43 -0.20
C 0.01 0.12 0.48
C 0.12 0.27 -0.39
O -0.13 -0.09 0.92
N 0.27 0.40 -0.75
C 0.05 0.05 0.37
C -0.11 -0.17 -0.06
H -0.04 -0.29 -0.18
H 0.24 -0.05 0.15
H -0.21 0.29 0.09
H 0.35 0.27 -0.16
H -0.30 0.16 -0.18
H -0.08 -0.35 0.05
H 0.20 -0.11 -0.14
H 0.02 0.14 -0.03
H -0.22 -0.18 0.03
H 0.04 -0.05 0.19
H -0.14 0.00 -0.01
H 0.08 0.01 -0.10

Values from the calculation:
Molecular weight = 504.0 Da
Spin multiplicity = 5
Charge = +1
E_HOMO (alpha / beta) = -9.20 / -11.21 eV
<S²> = 6.03
Frontier orbital gap (alpha / beta) = 7.5 / 5.6 eV
Maximum force = 2.6 eV/A

---

[2]
Entry from the Open Molecules 2025 dataset: a 8-piece molecular cluster, C26H41N3O8 overall in a non-equilibrium geometry (ωB97M-V with the def2-TZVPD basis set).

Each line ends with the Mulliken charge.
Element x y z (Å)
C1 -0.632 -7.862 -0.583  -0.432
C2 -0.075 -7.630 0.649  -0.390
C3 -0.184 -6.239 0.930  -0.490
N1 -0.657 -5.651 -0.258  0.006
C4 -0.982 -6.620 -1.135  -0.376
H1 -0.816 -8.830 -1.025  0.364
H2 0.260 -8.425 1.298  0.368
H3 0.021 -5.584 1.763  0.354
H4 -0.834 -4.657 -0.298  0.208
H5 -1.402 -6.269 -2.066  0.388
C5 -4.626 0.336 6.152  -0.258
C6 -4.157 1.446 5.457  -0.479
C7 -3.873 0.973 4.154  -0.405
N2 -4.213 -0.346 4.148  -0.018
C8 -4.732 -0.757 5.373  -0.531
H6 -4.783 0.359 7.221  0.362
H7 -3.896 2.425 5.832  0.375
H8 -3.651 1.452 3.212  0.410
H9 -4.092 -0.949 3.346  0.194
H10 -4.997 -1.760 5.672  0.353
C9 -5.502 2.824 -1.803  -0.394
C10 -4.380 3.589 -2.233  -0.341
C11 -4.869 4.602 -3.030  -0.548
N3 -6.263 4.491 -3.060  -0.024
C12 -6.627 3.371 -2.349  -0.446
H11 -5.461 1.916 -1.219  0.383
H12 -3.347 3.391 -1.988  0.421
H13 -4.353 5.388 -3.560  0.360
H14 -6.835 5.020 -3.703  0.224
H15 -7.649 3.026 -2.396  0.366
O1 -1.950 -1.310 -3.379  -0.614
C13 -2.175 -1.486 -4.559  0.516
C14 -3.539 -1.336 -5.237  -0.345
C15 -2.994 -1.312 -6.658  -0.617
C16 -1.837 -2.311 -6.615  -0.397
O2 -1.257 -2.057 -5.363  -0.311
H16 -4.114 -2.228 -4.987  0.254
H17 -4.106 -0.427 -5.036  0.281
H18 -3.623 -1.465 -7.535  0.373
H19 -2.543 -0.335 -6.834  0.268
H20 -2.204 -3.331 -6.720  0.276
H21 -1.158 -2.051 -7.428  0.311
O3 4.282 3.151 6.030  -0.542
C17 3.384 2.441 6.378  0.467
C18 2.159 2.847 7.168  -0.399
C19 1.653 1.483 7.651  -0.519
C20 2.087 0.574 6.570  -0.368
O4 3.296 1.074 6.101  -0.341
H22 2.397 3.520 7.992  0.283
H23 1.486 3.333 6.462  0.252
H24 2.212 1.188 8.539  0.256
H25 0.574 1.450 7.807  0.340
H26 2.132 -0.380 7.096  0.306
H27 1.344 0.466 5.780  0.262
O5 8.314 -1.769 -1.084  -0.605
C21 8.036 -1.343 -2.194  0.511
C22 8.657 -1.657 -3.565  -0.370
C23 7.892 -0.664 -4.392  -0.561
C24 6.625 -0.322 -3.642  -0.368
O6 6.926 -0.675 -2.321  -0.307
H28 9.739 -1.540 -3.613  0.294
H29 8.410 -2.641 -3.964  0.241
H30 8.425 0.287 -4.408  0.238
H31 7.575 -0.898 -5.408  0.365
H32 6.442 0.741 -3.805  0.277
H33 5.748 -0.874 -3.978  0.283
C25 0.490 6.263 0.032  -0.478
O7 1.543 5.352 0.215  -0.501
H34 0.860 7.189 0.472  0.208
H35 0.274 6.557 -0.996  0.226
H36 -0.373 5.861 0.563  0.238
H37 1.290 4.435 0.089  0.303
C26 2.181 0.155 0.893  -0.511
O8 1.122 0.887 0.285  -0.456
H38 1.827 -0.459 1.721  0.235
H39 2.668 -0.514 0.182  0.262
H40 2.918 0.878 1.242  0.206
H41 0.508 0.228 -0.047  0.267

Force components x, y, z for each atom (eV/Å):
C -0.89 0.91 -2.13
C -0.15 1.86 2.19
C 0.25 -0.87 -1.80
N 0.41 -0.62 2.66
C 0.04 -0.37 -0.50
H 0.16 0.15 -0.13
H 0.06 0.31 0.22
H 0.25 -0.39 0.03
H -0.10 -0.35 -0.43
H -0.03 -0.62 -0.14
C -0.41 0.70 2.45
C 1.22 -0.10 -2.38
C -0.89 0.24 1.41
N -0.54 -1.12 -0.29
C 1.04 0.18 -1.09
H -0.35 -0.13 -0.02
H -0.29 -0.08 -0.01
H 0.32 0.10 0.26
H -0.19 0.18 0.17
H 0.10 0.04 -0.51
C 0.17 -0.36 -0.06
C -0.48 0.36 -0.30
C -0.59 -0.25 0.37
N 1.41 -0.14 -0.30
C -0.30 0.32 -0.43
H -0.07 0.12 0.03
H -0.09 0.13 -0.06
H -0.14 -0.03 0.09
H -0.01 -0.22 0.34
H 0.09 0.05 0.31
O 0.02 0.17 -1.34
C -0.57 -0.31 3.19
C 0.96 0.23 -1.24
C -0.08 -0.16 -1.09
C -0.95 0.92 -1.35
O 0.25 0.00 0.43
H -0.10 0.00 -0.08
H 0.29 -0.20 0.59
H -0.44 -0.28 0.35
H 0.02 0.20 0.13
H 0.26 -0.18 0.22
H 0.34 -0.40 0.24
O -0.27 -0.89 -0.06
C 0.19 0.07 0.04
C -0.03 -0.60 0.38
C -0.59 1.60 0.39
C -1.38 -1.29 0.44
O 1.34 1.11 -0.43
H 0.11 0.11 -0.33
H -0.16 0.06 0.09
H -0.30 0.21 0.29
H 0.12 -0.07 0.27
H 0.84 -0.50 -0.78
H 0.11 0.18 -0.31
O 0.64 0.55 -1.64
C 1.14 -3.00 2.27
C -0.42 0.29 -0.32
C -0.09 1.53 -1.29
C -0.03 -0.21 -0.86
O -1.79 1.72 0.45
H -0.17 0.05 0.25
H 0.01 -0.37 0.81
H 0.38 -0.09 -0.36
H 0.68 -0.36 -0.11
H -0.31 0.02 0.69
H -0.03 -0.14 0.11
C 0.22 0.11 0.58
O 0.99 -0.23 -0.31
H -0.34 0.01 0.38
H -0.14 -0.60 -0.33
H -0.41 0.57 -0.18
H -0.31 0.09 -0.14
C 0.16 0.11 -0.10
O 0.05 -0.19 0.09
H -0.01 0.10 0.22
H 0.10 0.00 -0.14
H -0.10 -0.11 0.08
H -0.19 0.14 -0.16

Values from the calculation:
Molecular weight = 523.6 Da
Structure (SMILES) = c1cc[nH]c1.c1cc[nH]c1.c1cc[nH]c1.O=C1CCCO1.O=C1CCCO1.O=C1CCCO1.CO.CO
Charge = 0
E_HOMO = -8.00 eV
Frontier orbital gap = 8.1 eV
Energy above the lowest of the compared OMol25 structures with the same formula, charge and spin = 0.000 eV
Maximum force = 3.9 eV/A

---

[3]
Entry from the Open Molecules 2025 dataset: C26H42CsN6O7S3 as an isolated structure (ωB97M-V with the def2-TZVPD basis set).

Each line ends with the Mulliken charge.
Element x y z (Å)
Cs1 -0.327 0.038 -0.987  1.296
C1 1.065 4.341 2.062  -1.831
C2 1.382 3.016 1.423  0.471
N1 1.089 1.885 1.936  -0.258
N2 0.263 1.938 3.032  0.146
C3 0.302 1.005 3.999  -0.032
N3 -0.808 1.036 4.815  -0.453
S1 1.572 -0.025 4.259  -0.331
C4 2.047 2.969 0.095  0.956
C5 2.267 4.134 -0.636  -0.569
C6 2.797 4.049 -1.914  -0.868
C7 3.109 2.800 -2.418  -0.160
C8 2.880 1.704 -1.601  -0.766
N4 2.363 1.757 -0.379  -0.313
H1 1.120 4.250 3.147  0.430
H2 0.058 4.651 1.778  0.337
H3 1.767 5.112 1.755  0.522
H4 -0.527 2.569 2.959  0.393
H5 -1.689 1.245 4.367  0.187
H6 -0.839 0.260 5.458  0.334
H7 2.001 5.102 -0.238  0.144
H8 2.945 4.945 -2.503  0.398
H9 3.493 2.651 -3.418  0.390
H10 3.100 0.701 -1.956  0.857
N5 0.688 -3.093 0.413  -0.215
C9 -0.553 -3.582 0.114  0.332
N6 -0.797 -3.746 -1.216  -0.278
O1 -1.375 -3.887 0.981  -0.703
H11 1.205 -2.602 -0.315  0.313
H12 0.821 -2.820 1.372  0.226
H13 -0.213 -3.346 -1.955  0.307
H14 -1.742 -3.994 -1.447  0.205
C10 4.460 1.863 -6.580  -1.508
C11 3.685 0.917 -5.700  0.584
C12 4.339 -0.071 -4.970  -0.692
C13 3.646 -0.933 -4.131  1.233
C14 4.396 -1.971 -3.339  -1.774
C15 2.253 -0.815 -4.027  1.214
C16 1.573 0.158 -4.762  0.913
C17 0.079 0.341 -4.692  -2.019
C18 2.308 1.013 -5.584  -0.906
C19 1.521 -1.742 -3.064  -0.178
O2 0.649 -2.520 -3.494  -0.939
O3 1.860 -1.605 -1.853  -0.938
H15 5.207 1.332 -7.173  0.390
H16 4.993 2.610 -5.985  0.273
H17 3.799 2.395 -7.264  0.373
H18 5.416 -0.174 -5.059  0.345
H19 5.416 -2.075 -3.711  0.473
H20 3.903 -2.942 -3.393  0.307
H21 4.428 -1.700 -2.283  0.255
H22 -0.425 -0.599 -4.470  0.338
H23 -0.292 0.708 -5.650  0.461
H24 -0.223 1.084 -3.945  0.321
H25 1.778 1.771 -6.153  0.305
C20 -1.383 5.111 -1.311  -0.993
S2 -1.799 3.411 -0.953  0.862
O4 -1.404 3.192 0.445  -0.506
O5 -3.224 3.282 -1.178  -0.705
O6 -0.963 2.660 -1.896  -0.669
H26 -1.803 5.759 -0.542  0.330
H27 -1.805 5.363 -2.281  0.378
H28 -0.299 5.193 -1.335  0.142
C21 -1.518 -2.353 4.014  -0.971
C22 -2.933 -1.795 3.919  -0.314
C23 -3.358 -1.507 2.481  -0.943
S3 -2.554 -0.053 1.759  1.146
O7 -2.931 -0.067 0.318  -0.857
C24 -3.560 1.291 2.485  -0.822
C25 -4.695 1.748 1.579  -0.201
C26 -5.827 0.744 1.406  -1.404
H29 -1.237 -2.549 5.051  0.354
H30 -0.785 -1.652 3.614  -0.015
H31 -1.437 -3.274 3.438  0.375
H32 -3.041 -0.895 4.537  0.156
H33 -3.644 -2.514 4.334  0.400
H34 -4.436 -1.376 2.385  0.373
H35 -3.032 -2.319 1.824  0.414
H36 -2.864 2.126 2.606  0.054
H37 -3.914 0.958 3.467  0.565
H38 -4.270 2.013 0.610  0.019
H39 -5.081 2.675 2.013  0.561
H40 -5.501 -0.104 0.804  0.257
H41 -6.666 1.213 0.890  0.426
H42 -6.195 0.372 2.367  0.293

Force components x, y, z for each atom (eV/Å):
Cs -0.01 0.01 0.25
C -0.03 -0.10 -0.01
C -0.04 0.05 0.16
N 0.04 -0.20 -0.22
N -0.03 0.37 0.03
C -0.08 -0.09 0.08
N 0.04 -0.06 0.00
S 0.00 0.01 0.01
C 0.16 0.00 -0.09
C -0.04 0.00 0.04
C 0.02 -0.12 -0.04
C -0.05 0.23 0.04
C 0.07 -0.64 0.06
N -0.01 0.53 -0.25
H -0.04 -0.03 -0.01
H -0.05 0.04 -0.02
H 0.01 -0.03 -0.01
H 0.00 -0.05 0.02
H 0.00 0.02 0.04
H 0.01 0.03 -0.03
H -0.02 -0.02 0.03
H 0.00 0.00 -0.01
H 0.02 0.01 0.00
H 0.01 0.03 -0.02
N -0.11 0.12 0.00
C 0.07 0.00 -0.06
N -0.15 0.08 -0.05
O -0.03 0.02 0.01
H 0.17 -0.09 -0.04
H 0.02 0.02 -0.02
H 0.07 -0.06 0.03
H 0.03 0.00 0.02
C 0.00 0.00 0.00
C -0.01 0.02 -0.02
C 0.01 -0.02 0.02
C -0.01 0.07 -0.02
C 0.01 -0.01 0.00
C -0.10 -0.15 -0.10
C 0.08 0.01 0.03
C -0.14 -0.04 -0.01
C 0.00 0.01 0.00
C 0.12 0.06 0.22
O -0.07 0.06 -0.06
O 0.14 -0.13 -0.13
H 0.00 0.00 0.00
H 0.00 0.00 0.00
H 0.00 0.00 0.00
H 0.00 0.00 0.00
H 0.00 0.01 0.00
H 0.00 0.00 0.00
H 0.00 0.00 0.00
H 0.03 -0.01 0.00
H -0.02 -0.01 0.00
H 0.14 -0.01 -0.01
H 0.00 0.00 0.00
C -0.11 0.00 0.14
S 0.20 0.16 -0.15
O 0.03 -0.06 0.11
O -0.10 0.04 -0.01
O -0.15 0.12 0.04
H -0.02 -0.03 -0.01
H 0.03 -0.02 -0.02
H 0.02 0.02 0.01
C 0.00 0.07 0.06
C -0.03 -0.01 -0.02
C -0.05 0.00 0.11
S -0.22 0.00 0.24
O 0.00 -0.20 -0.38
C 0.08 -0.05 0.17
C -0.02 -0.01 -0.03
C 0.00 0.02 -0.02
H -0.02 -0.03 -0.01
H 0.03 0.00 -0.02
H 0.01 -0.02 -0.01
H 0.00 0.02 -0.01
H 0.01 0.00 -0.01
H 0.03 0.03 -0.04
H 0.01 0.02 -0.02
H -0.01 -0.01 0.02
H 0.03 0.03 -0.02
H -0.03 0.02 -0.01
H -0.01 0.00 0.00
H 0.00 0.00 0.02
H 0.00 -0.01 -0.01
H 0.00 0.01 0.01

Values from the calculation:
Molecular weight = 779.8 Da
Charge = -1
E_HOMO = -6.02 eV
Frontier orbital gap = 8.0 eV
Energy above the lowest of the compared OMol25 structures with the same formula, charge and spin = 0.102 eV
Maximum force = 0.6 eV/A